(1)
The following is a DFT calculation (ωB97M-V/def2-TZVPD) of a structure of composition C23H13F5N3O2PtSTe.

Each line ends with the Löwdin charge.
CARTESIAN COORDINATES (ANGSTROEM)
1 Pt -0.713 0.351 -0.612  0.79
2 O 3.966 -1.848 -1.286  0.06
3 C 4.291 -1.754 0.011  -0.28
4 C 5.272 -2.608 0.519  -0.02
5 C 5.652 -2.523 1.845  -0.11
6 C 5.074 -1.578 2.689  -0.11
7 C 4.078 -0.751 2.197  -0.04
8 C 3.660 -0.837 0.870  -0.08
9 C 2.513 -0.032 0.347  -0.46
10 O 2.362 0.091 -0.886  -0.02
11 N 1.739 0.519 1.288  0.06
12 N 0.605 1.065 0.858  -0.14
13 C 0.271 2.208 1.347  -0.09
14 C -0.833 2.903 0.727  -0.26
15 C -1.284 4.150 1.145  -0.02
16 C -2.261 4.801 0.420  -0.07
17 C -2.777 4.188 -0.711  -0.05
18 C -2.296 2.943 -1.062  -0.13
19 N -1.356 2.303 -0.363  -0.08
20 H 3.298 -1.124 -1.445  0.07
21 H 5.717 -3.337 -0.147  0.11
22 H 6.405 -3.203 2.225  0.09
23 H 5.382 -1.508 3.725  0.09
24 H 3.586 -0.027 2.831  0.10
25 H 0.892 2.659 2.112  0.12
26 H -0.843 4.591 2.030  0.11
27 H -2.620 5.776 0.725  0.11
28 H -3.545 4.659 -1.309  0.11
29 H -2.662 2.424 -1.933  0.06
30 Te -2.745 -0.631 -1.934  0.86
31 C -4.446 0.486 -1.351  -1.04
32 C -5.101 1.499 -1.996  -0.29
33 C -6.328 1.880 -1.377  -0.22
34 C -6.598 1.141 -0.265  -0.45
35 S -5.360 -0.007 0.021  0.90
36 H -4.731 1.960 -2.903  0.09
37 H -6.980 2.659 -1.751  0.09
38 H -7.453 1.208 0.392  0.05
39 F -0.266 -1.802 1.716  0.06
40 C 0.110 -2.316 0.528  -0.25
41 C -0.029 -1.566 -0.627  -0.30
42 C 0.364 -2.217 -1.790  -0.30
43 F 0.271 -1.590 -2.980  0.03
44 C 0.853 -3.508 -1.819  -0.15
45 F 1.219 -4.085 -2.973  0.10
46 C 0.964 -4.215 -0.638  -0.15
47 F 1.414 -5.479 -0.644  0.10
48 C 0.587 -3.614 0.544  -0.15
49 F 0.678 -4.305 1.691  0.10

Calculated values
- lowest unoccupied orbital energy (eV) = 1.895
- total energy (eV) = -67591.6602
- energy above the lowest of the compared OMol25 structures with the same formula, charge and spin (kJ/mol) = 0.0
- spin multiplicity = 1
- charge = -1



(2)
The following is a DFT calculation (ωB97M-V/def2-TZVPD) of an isolated molecule of C23H13N3O2.

Each line ends with the Löwdin charge.
CARTESIAN COORDINATES (ANGSTROEM)
1 O 2.602 -0.449 0.307  0.10
2 C 2.045 0.454 0.923  -0.28
3 C 0.647 0.956 0.985  -0.04
4 C -0.530 0.459 0.379  0.03
5 C -1.901 1.007 0.348  -0.10
6 C -2.491 2.140 0.887  -0.02
7 C -3.863 2.313 0.748  -0.08
8 C -4.626 1.444 -0.039  -0.07
9 C -3.997 0.387 -0.681  0.01
10 C -2.650 0.187 -0.477  -0.14
11 N -1.883 -0.873 -0.992  0.13
12 C -2.146 -1.941 -1.841  -0.31
13 O -3.232 -2.082 -2.398  0.06
14 C -1.107 -2.973 -2.085  -0.06
15 C -1.235 -4.087 -2.947  0.00
16 C -0.136 -4.905 -3.237  -0.07
17 C 1.123 -4.605 -2.675  -0.07
18 C 1.277 -3.541 -1.789  -0.01
19 C 0.161 -2.759 -1.486  -0.19
20 N 0.309 -1.659 -0.615  0.18
21 C -0.613 -0.757 -0.440  -0.19
22 N 0.639 2.080 1.787  0.14
23 C 1.962 2.399 2.111  -0.19
24 C 2.426 3.539 2.711  -0.02
25 C 3.814 3.670 2.880  -0.06
26 C 4.723 2.683 2.427  -0.06
27 C 4.225 1.516 1.822  0.02
28 C 2.840 1.422 1.607  -0.11
29 H -1.972 2.859 1.501  0.09
30 H -4.374 3.140 1.238  0.11
31 H -5.706 1.583 -0.182  0.11
32 H -4.564 -0.303 -1.328  0.12
33 H -2.174 -4.225 -3.438  0.10
34 H -0.213 -5.722 -3.946  0.10
35 H 1.969 -5.229 -2.917  0.10
36 H 2.244 -3.272 -1.364  0.12
37 H -0.093 2.730 1.804  0.11
38 H 1.734 4.294 3.096  0.12
39 H 4.128 4.547 3.397  0.09
40 H 5.780 2.826 2.533  0.09
41 H 4.857 0.747 1.385  0.12

Calculated values
- lowest unoccupied orbital energy (eV) = -1.402
- total energy (eV) = -32627.5237
- spin multiplicity = 1
- charge = 0



(3)
The following is a DFT calculation (ωB97M-V/def2-TZVPD) of a structure of composition C23H14AuCl2F6N5O7S2.

Each line ends with the Löwdin charge.
CARTESIAN COORDINATES (ANGSTROEM)
1 Au 1.252 -1.054 0.858  1.40
2 Cl -2.218 -4.628 1.561  0.74
3 C -1.286 -3.757 2.724  -0.57
4 C -1.451 -4.033 4.095  -0.10
5 C -0.746 -3.353 5.047  -0.60
6 Cl -0.987 -3.709 6.729  0.71
7 C 0.178 -2.360 4.661  -0.16
8 C 0.951 -1.558 5.531  0.02
9 C 1.820 -0.627 5.029  -0.01
10 C 1.946 -0.477 3.641  -0.06
11 N 1.227 -1.213 2.824  -0.04
12 C 0.330 -2.140 3.284  -0.13
13 C -0.402 -2.800 2.287  -0.38
14 O -0.213 -2.486 1.010  -0.18
15 H -2.160 -4.793 4.392  0.11
16 H 0.838 -1.683 6.599  0.11
17 H 2.410 0.003 5.678  0.12
18 H 2.632 0.235 3.201  0.13
19 N -2.989 0.984 -8.678  0.17
20 C -2.382 0.705 -7.743  -0.17
21 C -1.612 0.356 -6.574  -0.22
22 C -0.365 -0.241 -6.719  -0.01
23 C 0.378 -0.573 -5.602  0.00
24 C -0.125 -0.308 -4.337  -0.15
25 C -1.367 0.288 -4.181  0.02
26 C -2.107 0.619 -5.301  0.00
27 N 0.656 -0.668 -3.184  0.02
28 C 1.870 -1.335 -3.211  -0.01
29 C 2.256 -1.511 -1.932  -0.07
30 N 1.289 -0.947 -1.126  -0.10
31 C 0.331 -0.450 -1.895  -0.05
32 H 0.022 -0.445 -7.708  0.13
33 H 1.345 -1.032 -5.738  0.11
34 H -1.767 0.517 -3.206  0.10
35 H -3.076 1.086 -5.184  0.13
36 H 2.360 -1.627 -4.120  0.12
37 H 3.135 -1.976 -1.520  0.13
38 H -0.538 0.085 -1.534  0.13
39 C 3.342 1.410 0.310  -0.01
40 C 4.013 0.098 0.598  -0.64
41 O 5.204 -0.065 0.587  0.09
42 O 3.235 -0.972 0.874  -0.21
43 H 4.102 2.174 0.182  0.09
44 H 2.660 1.703 1.108  0.04
45 H 2.747 1.330 -0.603  0.08
46 F 0.050 2.162 4.129  0.12
47 C -0.942 2.142 3.223  -0.67
48 F -1.544 0.963 3.317  0.14
49 F -1.795 3.111 3.511  0.15
50 S -0.173 2.393 1.531  0.59
51 O -0.073 1.019 1.040  -0.40
52 O 1.049 3.078 1.819  -0.28
53 N -1.140 3.261 0.664  -0.28
54 S -2.443 2.503 0.115  0.61
55 O -2.209 1.764 -1.103  -0.31
56 O -3.208 1.868 1.149  -0.26
57 C -3.395 3.979 -0.422  -0.70
58 F -3.496 4.863 0.561  0.15
59 F -2.805 4.552 -1.470  0.14
60 F -4.611 3.571 -0.775  0.14

Calculated values
- lowest unoccupied orbital energy (eV) = -1.934
- total energy (eV) = -112571.8365
- energy above the lowest of the compared OMol25 structures with the same formula, charge and spin (kJ/mol) = 99.2
- spin multiplicity = 1
- charge = 0



(4)
The following is a DFT calculation (ωB97M-V/def2-TZVPD) of a structure of composition C23H14N2O7RuS.

Each line ends with the Löwdin charge.
CARTESIAN COORDINATES (ANGSTROEM)
1 Ru -0.203 -0.068 0.009  1.44
2 O 5.890 -0.060 0.008  0.07
3 C 4.538 -0.179 -0.022  -0.27
4 C 3.820 -0.213 -1.206  0.06
5 C 2.431 -0.267 -1.170  -0.16
6 N 1.759 -0.298 0.015  -0.10
7 C 2.452 -0.259 1.163  -0.18
8 C 3.826 -0.216 1.201  0.08
9 C 1.550 -0.139 2.411  -0.63
10 O 2.049 -0.147 3.519  0.05
11 O 0.316 -0.010 2.130  -0.15
12 C 1.543 -0.141 -2.383  -0.62
13 O 2.034 -0.109 -3.503  0.04
14 O 0.293 -0.048 -2.102  -0.15
15 H 6.220 0.030 -0.896  0.11
16 H 4.295 -0.156 -2.176  0.13
17 H 4.336 -0.164 2.148  0.13
18 O -3.826 1.849 -0.004  0.06
19 C -2.634 1.572 -0.004  -0.58
20 O -2.152 0.379 -0.004  -0.19
21 C -1.614 2.677 -0.002  -0.15
22 C -2.025 4.011 -0.001  0.01
23 C -1.088 5.017 -0.002  0.01
24 C 0.289 4.680 -0.005  -0.15
25 C 1.324 5.626 -0.003  -0.04
26 C 2.650 5.240 -0.001  -0.08
27 C 2.981 3.891 -0.002  -0.06
28 C 1.986 2.939 -0.007  0.02
29 C 0.628 3.293 -0.006  -0.19
30 N -0.318 2.330 -0.005  0.11
31 H -3.084 4.216 0.002  0.12
32 H -1.391 6.054 0.002  0.11
33 H 1.067 6.677 -0.001  0.11
34 H 3.435 5.983 0.002  0.10
35 H 4.019 3.581 0.004  0.11
36 H 2.239 1.897 -0.009  0.08
37 S -0.416 -2.587 0.087  0.60
38 C -0.214 -4.330 0.034  -0.69
39 C -0.787 -5.065 -1.006  -0.14
40 C -0.691 -6.442 -1.013  -0.11
41 C -0.024 -7.100 0.009  -0.13
42 C 0.584 -6.372 1.020  -0.11
43 C 0.498 -4.994 1.034  -0.13
44 H -1.303 -4.542 -1.796  0.09
45 H -1.140 -7.012 -1.815  0.09
46 H 0.016 -8.178 0.019  0.09
47 H 1.126 -6.891 1.800  0.09
48 H 0.968 -4.421 1.819  0.09

Calculated values
- lowest unoccupied orbital energy (alpha / beta) (eV) = 1.579 / 1.235
- total energy (eV) = -54810.3847
- spin multiplicity = 6
- charge = -1



(5)
The following is a DFT calculation (ωB97M-V/def2-TZVPD) of a structure of composition C23H15BrCl2MoN3O3S3.

Each line ends with the Löwdin charge.
CARTESIAN COORDINATES (ANGSTROEM)
1 Mo -1.255 -0.631 2.044  0.97
2 S -2.680 -1.182 3.801  0.67
3 C -1.614 -1.789 5.036  -0.66
4 C -2.232 -2.436 6.125  -0.26
5 N -2.783 -2.954 6.984  0.22
6 C -0.267 -1.571 4.968  -0.67
7 S 0.448 -0.676 3.657  0.71
8 C 0.607 -1.982 5.995  -0.26
9 N 1.338 -2.295 6.818  0.22
10 Br -2.935 2.021 -1.625  0.81
11 C -2.587 0.189 -1.959  -0.63
12 C -2.568 -0.328 -3.251  -0.16
13 N -2.256 -1.583 -3.489  0.12
14 C -1.920 -2.382 -2.498  -0.05
15 C -1.911 -1.959 -1.166  -0.10
16 C -2.294 -0.652 -0.905  -0.12
17 C -1.450 -2.863 -0.043  -0.51
18 O -1.251 -4.039 -0.193  0.17
19 O -1.275 -2.200 1.072  -0.26
20 H -2.823 0.281 -4.105  0.12
21 H -1.652 -3.397 -2.751  0.14
22 H -2.343 -0.297 0.144  0.02
23 O 0.249 0.017 0.608  -0.72
24 S 0.467 1.190 -0.337  1.04
25 C 0.707 0.394 -1.937  -0.38
26 C 1.136 -0.918 -1.999  -0.06
27 C 1.307 -1.505 -3.242  -0.05
28 C 1.054 -0.781 -4.395  -0.05
29 C 0.640 0.540 -4.317  -0.06
30 C 0.455 1.134 -3.081  -0.10
31 C 2.190 1.667 -0.087  -0.36
32 C 2.639 2.774 -0.787  -0.08
33 C 3.943 3.198 -0.606  -0.05
34 C 4.773 2.517 0.273  -0.05
35 C 4.307 1.413 0.969  -0.05
36 C 3.003 0.978 0.792  -0.06
37 H 1.326 -1.466 -1.086  0.12
38 H 1.658 -2.522 -3.306  0.12
39 H 1.176 -1.246 -5.359  0.12
40 H 0.466 1.110 -5.216  0.12
41 H 0.127 2.159 -3.003  0.11
42 H 1.975 3.292 -1.462  0.11
43 H 4.304 4.058 -1.147  0.12
44 H 5.788 2.851 0.414  0.11
45 H 4.955 0.888 1.653  0.12
46 H 2.621 0.122 1.330  0.10
47 Cl -1.472 1.806 2.322  0.59
48 C -3.186 2.328 2.151  -0.85
49 Cl -4.179 0.932 1.743  0.58
50 H -3.229 3.057 1.340  0.03
51 H -3.499 2.739 3.113  0.06

Calculated values
- lowest unoccupied orbital energy (alpha / beta) (eV) = -5.401 / -5.020
- total energy (eV) = -164148.2448
- energy above the lowest of the compared OMol25 structures with the same formula, charge and spin (kJ/mol) = 128.9
- spin multiplicity = 3
- charge = +1